The following is a quantum chemistry calculation of C5H7NO2 in the gas phase in a non-equilibrium geometry, from OMol25.

LUMO level   0.028 Ha
Electronic energy   -10880.1234 eV
Orbital gap   10.034 eV

```
! RIJCOSX wB97M-V def2-TZVPD def2/J DEFGRID3
* xyz 0 1
C 0.8680 1.3180 -0.4621
C 0.6968 -0.1762 -0.1417
O 1.9162 -0.8927 -0.1051
C -0.3736 -0.9978 -0.6353
O -1.5931 -0.6153 -1.2523
N -2.2430 0.2137 -0.2616
C -1.6455 0.0814 0.8711
C -0.4267 -0.6733 0.7931
H -0.0867 1.9039 -0.5439
H 1.5940 1.8251 0.2506
H 1.3125 1.3568 -1.4641
H 2.4704 -0.4383 0.5067
H -0.1776 -2.0799 -0.8583
H -2.0903 0.5817 1.6702
H -0.2215 -1.4071 1.6326
*
```

Löwdin atomic charge list, values in e, 4 entries: 0.01, -0.44, 0.04, -0.23